DFT (wB97M-V/def2-TZVPD) results for a 2-piece molecular cluster, C31H63BN3O2P overall.

Its charge is 0. The calculation puts the HOMO energy at -5.674 eV. The HOMO-LUMO gap comes out at 5.02 eV.

Geometry (Å):
C -6.3345 -2.7347 1.2355
C -5.3929 -1.6708 0.6754
C -5.5811 -1.4214 -0.8219
C -4.7571 -2.3895 -1.7157
O -4.0124 -3.2620 -0.9361
B -2.8559 -3.8838 -1.6053
C -2.3874 -5.1885 -0.6417
N -3.4718 -5.6169 0.2879
C -2.9819 -5.8880 1.6327
C -3.1497 -4.4584 -3.1343
C -4.3565 -5.3526 -3.2900
O -5.1113 -5.6603 -2.3859
N -4.7062 -5.8568 -4.6309
C -5.7300 -4.9241 -5.1859
C -3.5575 -5.8592 -5.5447
C -1.5457 -2.9008 -1.7127
C -0.3171 -3.4625 -1.9911
C 0.7919 -2.6656 -2.1184
C 0.6384 -1.3229 -1.9688
N -0.5022 -0.7197 -1.6811
C -1.5519 -1.5350 -1.5737
H -6.4161 -2.6244 2.3198
H -5.9812 -3.7416 1.0223
H -7.3428 -2.5736 0.8539
H -4.3644 -1.8739 0.9600
H -5.6700 -0.7392 1.1862
H -5.3583 -0.3737 -1.0387
H -6.6444 -1.5428 -1.0377
H -5.4848 -2.9451 -2.3276
H -4.1605 -1.7845 -2.4146
H -1.5173 -4.9488 -0.0236
H -2.1969 -6.0497 -1.2988
H -3.9001 -6.4681 -0.0465
H -2.1350 -6.5925 1.6718
H -3.8002 -6.3396 2.2019
H -2.7632 -4.9405 2.1280
H -2.2513 -4.9908 -3.4484
H -3.2669 -3.6072 -3.8199
H -5.4578 -4.6977 -6.2157
H -5.7702 -3.9747 -4.6488
H -6.6950 -5.4239 -5.1938
H -3.7836 -6.3781 -6.4762
H -2.6989 -6.3331 -5.0780
H -3.2507 -4.8406 -5.8166
H -0.2411 -4.5347 -2.1150
H 1.7521 -3.1074 -2.3421
H 1.5212 -0.6923 -2.0945
H -2.5030 -1.0652 -1.3467
C 0.1570 0.4621 1.2869
C 1.6716 0.3525 1.3915
C 2.2386 0.9636 2.6731
C 2.2904 2.4984 2.7031
P 3.6310 3.3055 1.8285
C 5.1674 2.5024 2.3528
C 5.4707 2.3031 3.8445
C 5.9070 3.5245 4.6600
C 7.0264 4.3485 4.0327
C 3.7593 5.0124 2.3706
C 2.6167 6.0214 2.1815
C 2.4110 6.6030 0.7813
C 3.6872 7.0331 0.0668
C 3.6986 3.0624 0.0483
C 2.6993 3.6350 -0.9704
C 1.1993 3.4671 -0.6773
C 0.5289 2.4227 -1.5667
H -0.1901 1.4984 1.3408
H -0.1736 0.0384 0.3376
H -0.3259 -0.0980 2.0904
H 2.1317 0.8040 0.5080
H 1.9424 -0.7049 1.3659
H 3.2427 0.5628 2.8419
H 1.6340 0.6288 3.5177
H 2.4199 2.8014 3.7500
H 1.3278 2.9258 2.4145
H 5.9964 3.0109 1.8537
H 5.1345 1.5083 1.8962
H 6.2744 1.5657 3.9049
H 4.6089 1.8465 4.3379
H 6.2472 3.1667 5.6338
H 5.0506 4.1664 4.8799
H 7.9379 3.7571 3.9313
H 7.2559 5.2096 4.6599
H 6.7583 4.7329 3.0470
H 4.7054 5.4252 2.0135
H 3.8787 4.9321 3.4540
H 2.8167 6.8556 2.8581
H 1.6776 5.5772 2.5227
H 1.7493 7.4672 0.8664
H 1.8614 5.8877 0.1686
H 4.1776 7.8536 0.5943
H 3.4552 7.3735 -0.9422
H 4.4043 6.2148 -0.0320
H 3.7781 1.9829 -0.1114
H 4.6857 3.4462 -0.2398
H 2.9321 3.1810 -1.9357
H 2.9251 4.6925 -1.1141
H 0.6948 4.4196 -0.8580
H 1.0232 3.2294 0.3734
H 0.5399 2.7461 -2.6087
H -0.5103 2.2791 -1.2770
H 1.0246 1.4546 -1.5047

=====

DFT (wB97M-V/def2-TZVPD) results for a 3-piece molecular cluster, C31H63FN2O5 overall.

Its charge is 0. Its multiplicity is 3. The calculation puts the HOMO energy (spin up / spin down) at -8.367 / -9.230 eV. The HOMO-LUMO gap (spin up / spin down) comes out at 9.16 / 9.58 eV.

Geometry (Å):
C -3.1324 3.2122 0.3520
C -2.0665 3.8885 -0.5061
O -1.8696 3.2328 -1.7431
C -0.5803 2.6268 -1.8339
C -0.6141 1.2974 -1.0953
C 0.7082 0.5549 -1.0083
O 1.8251 1.2666 -0.4925
C 1.6362 1.9503 0.7358
C 1.0518 1.1128 1.8549
C 0.6094 2.0224 3.0208
C 3.0193 2.4998 1.1749
C 3.8344 3.1242 0.0442
C 3.0800 4.1326 -0.8334
C 2.4105 5.2515 -0.0820
F 1.4803 5.8753 -0.9338
O 3.7555 1.5764 1.9488
C 4.3255 0.4769 1.2606
H -3.8326 2.6864 -0.2804
H -3.6477 3.9415 0.9602
H -2.6921 2.4783 1.0176
H -1.1509 3.9813 0.0735
H -2.4064 4.8985 -0.7147
H 0.1418 3.3265 -1.4344
H -0.3185 2.4588 -2.8714
H -1.3161 0.6593 -1.6191
H -1.0335 1.4450 -0.1105
H 0.9702 0.1807 -1.9891
H 0.5446 -0.3332 -0.3988
H 0.9918 2.8215 0.6247
H 0.1726 0.5583 1.5581
H 1.7614 0.3956 2.2440
H -0.4714 2.1132 2.9886
H 0.9943 3.0307 2.9417
H 0.8328 1.5722 3.9748
H 2.8035 3.3136 1.8544
H 4.6452 3.6674 0.5203
H 4.2491 2.3748 -0.6122
H 3.8124 4.5855 -1.4907
H 2.3809 3.5908 -1.4533
H 3.1191 6.0236 0.1944
H 1.8732 4.9229 0.7989
H 4.0196 -0.4454 1.7456
H 5.4110 0.5237 1.3112
H 4.0270 0.4030 0.2240
C -4.2275 0.0891 -6.6121
C -3.0527 -0.0192 -5.6196
C -1.8672 0.7926 -6.1387
C -1.2022 0.1543 -7.3570
C -0.8042 -1.2939 -7.0657
C -1.9367 -2.1507 -6.4913
N -2.6615 -1.4417 -5.3958
O -2.0189 -1.5603 -4.2803
C -2.9156 -2.5610 -7.6091
C -1.3493 -3.4564 -5.9633
C -3.5649 0.5865 -4.3197
H -4.6812 1.0772 -6.5405
H -3.9385 -0.0282 -7.6536
H -5.0006 -0.6463 -6.3855
H -1.1229 0.8946 -5.3418
H -2.2031 1.8031 -6.3792
H -1.8622 0.2007 -8.2273
H -0.3114 0.7262 -7.6242
H -0.4322 -1.7655 -7.9775
H 0.0310 -1.2855 -6.3581
H -3.7985 -3.0454 -7.1909
H -2.4358 -3.2706 -8.2832
H -3.2429 -1.7317 -8.2318
H -0.5503 -3.2867 -5.2445
H -0.9287 -4.0230 -6.7934
H -2.1155 -4.0685 -5.4856
H -4.4100 0.0170 -3.9284
H -3.9027 1.6086 -4.4858
H -2.8021 0.6326 -3.5456
C 2.8273 -3.3766 5.4024
C 1.9070 -2.1519 5.5725
C 1.7542 -1.8182 7.0557
C 0.9136 -2.8462 7.8104
C -0.4471 -3.0359 7.1397
C -0.3700 -3.3198 5.6369
N 0.5710 -2.3871 4.9474
O -0.0155 -1.2623 4.7003
C 0.0433 -4.7841 5.3896
C -1.7664 -3.1824 5.0367
C 2.6183 -1.0079 4.8560
H 3.8615 -3.0915 5.5946
H 2.6125 -4.1895 6.0915
H 2.7762 -3.7665 4.3850
H 1.2863 -0.8338 7.1582
H 2.7449 -1.7391 7.5078
H 1.4413 -3.8011 7.8807
H 0.7650 -2.5082 8.8377
H -0.9885 -3.8499 7.6256
H -1.0394 -2.1296 7.3013
H 0.2414 -4.9562 4.3311
H -0.7620 -5.4546 5.6894
H 0.9177 -5.0950 5.9564
H -2.2145 -2.2154 5.2557
H -2.4161 -3.9481 5.4592
H -1.7446 -3.3126 3.9540
H 2.7285 -1.2214 3.7912
H 3.6131 -0.8778 5.2800
H 2.0943 -0.0606 4.9614

=====

Relative energy (zero: lowest compared OMol25 entry of this formula, charge and spin) / kcal per mole: 9.6 11.1
Maximum force / hartree/bohr: 0.0310 0.0374